1.
13
Properties=species:S:1:pos:R:3:lowdin_charge:R:1 method="wB97M-V/def2-TZVPD" homo_energy_ev=-8.586 fmax_ev_per_a=5.1 orbital_gap_ev=9.016 de_lowest_ev=4.451
S -1.83 -0.04 -0.57 0.907
O 0.46 -1.25 -0.31 -0.018
N -0.60 0.75 0.26 -0.253
N 1.77 0.24 0.52 0.008
C 2.32 1.61 0.46 -0.178
C -0.85 -1.51 -0.01 -0.457
C 0.57 -0.05 0.23 -0.591
H 3.57 1.31 0.09 0.144
H 2.24 2.19 1.51 0.090
H 1.85 2.30 -0.38 0.075
H -0.95 -1.63 1.15 0.136
H -1.10 -2.49 -0.50 0.115
H -0.39 1.64 0.10 0.022

2.
13
Properties=species:S:1:pos:R:3:lowdin_charge:R:1 method="wB97M-V/def2-TZVPD" homo_energy_ev=-9.043 fmax_ev_per_a=4.0 orbital_gap_ev=9.472 de_lowest_ev=5.265
S 2.00 -0.75 -0.36 0.665
O -2.82 -0.40 -0.25 -0.124
N 0.66 -0.55 0.75 -0.417
N -1.53 -0.90 0.09 0.023
C -0.58 1.38 -0.14 -0.137
C -0.51 -0.07 0.11 -0.472
C 0.45 2.15 0.15 -0.012
H 0.69 -1.37 1.49 0.136
H 2.78 0.53 -0.20 -0.075
H -1.16 1.69 -1.00 0.101
H 0.60 3.26 0.00 0.086
H -3.52 -1.17 -0.03 0.165
H 1.20 1.64 0.87 0.060

3.
13
Properties=species:S:1:pos:R:3:lowdin_charge:R:1 method="wB97M-V/def2-TZVPD" homo_energy_ev=-8.867 fmax_ev_per_a=5.5 smiles="C=NNC(=O)SC" orbital_gap_ev=9.608 de_lowest_ev=3.687
S -0.86 -0.81 -0.15 0.907
O -0.89 1.89 -0.06 0.042
N 1.18 0.66 0.04 -0.139
N 1.69 -0.57 -0.05 -0.144
C 2.99 -0.50 0.12 -0.031
C -2.54 -0.62 0.22 -0.480
C -0.27 0.87 -0.13 -0.710
H -2.71 -0.56 1.36 0.064
H 3.42 0.47 0.35 0.050
H -3.00 0.29 -0.31 0.064
H -3.19 -1.50 -0.02 0.043
H 1.84 1.52 0.53 0.228
H 3.41 -1.53 -0.23 0.104

4.
13
Properties=species:S:1:pos:R:3:lowdin_charge:R:1 method="wB97M-V/def2-TZVPD" homo_energy_ev=-8.698 fmax_ev_per_a=4.4 orbital_gap_ev=9.225 de_lowest_ev=3.255
S 0.41 0.05 -1.43 0.950
O -2.66 -1.24 0.48 0.093
N 0.36 1.81 -1.44 -0.330
N -1.14 -0.51 -1.17 -0.194
C 0.75 -0.18 0.33 -0.364
C -0.49 -0.44 1.03 -0.188
C -1.60 -0.79 0.13 -0.553
H -0.98 0.51 1.46 0.174
H 1.63 -0.84 0.48 0.099
H 1.07 0.91 0.51 0.095
H -1.87 -0.71 -1.95 0.171
H -0.34 -1.17 1.84 0.139
H 0.98 2.09 -2.18 -0.091

5.
13
Properties=species:S:1:pos:R:3:lowdin_charge:R:1 method="wB97M-V/def2-TZVPD" homo_energy_ev=-8.633 fmax_ev_per_a=3.8 orbital_gap_ev=8.455 de_lowest_ev=3.598
S -2.78 -0.89 -0.29 0.587
O 0.09 -1.27 0.77 0.000
N -1.21 1.36 0.24 0.030
N 0.61 -0.23 0.02 -0.194
C -0.03 0.93 -0.11 -0.145
C 1.93 -0.44 -0.30 -0.054
C -2.35 0.63 0.31 -0.654
H 0.62 1.57 -0.63 0.124
H 2.32 0.44 -0.83 0.096
H -3.12 1.18 0.70 0.005
H -0.78 -1.49 0.39 -0.027
H 2.57 -0.48 0.65 0.131
H 2.13 -1.30 -0.92 0.102

6.
13
Properties=species:S:1:pos:R:3:lowdin_charge:R:1 method="wB97M-V/def2-TZVPD" homo_energy_ev=-8.970 fmax_ev_per_a=5.4 orbital_gap_ev=9.429 de_lowest_ev=5.193
S 1.45 -0.48 -0.64 0.782
O -2.55 -0.52 -0.45 -0.001
N -0.75 0.79 0.40 -0.065
N 0.23 1.71 0.14 -0.039
C 0.70 -1.45 0.59 -0.484
C 1.26 1.26 -0.33 -0.485
C -1.44 0.07 -0.65 -0.283
H -0.44 -1.26 0.52 0.012
H 1.18 -0.90 1.66 0.128
H -1.15 0.18 -1.68 0.118
H 1.98 2.11 -0.67 0.119
H 0.99 -2.64 0.22 0.122
H -1.46 1.13 0.88 0.075

7.
13
Properties=species:S:1:pos:R:3:lowdin_charge:R:1 method="wB97M-V/def2-TZVPD" homo_energy_ev=-8.527 fmax_ev_per_a=4.7 smiles="CO/C=N/NC=S" orbital_gap_ev=9.144 de_lowest_ev=4.597
S 2.58 -1.33 0.00 0.562
O -1.52 -1.03 0.61 -0.127
N 1.28 1.15 0.12 -0.050
N -0.09 0.68 0.13 0.028
C 2.36 0.32 0.01 -0.717
C -2.13 -0.56 -0.59 -0.132
C -0.41 -0.23 0.96 -0.178
H 0.26 -0.57 1.66 0.094
H 3.18 0.99 -0.32 0.063
H -1.96 0.66 -0.96 0.159
H -1.75 -1.14 -1.50 0.093
H 1.29 2.13 0.19 0.116
H -3.08 -1.07 -0.31 0.089

8.
13
Properties=species:S:1:pos:R:3:lowdin_charge:R:1 method="wB97M-V/def2-TZVPD" homo_energy_ev=-8.702 fmax_ev_per_a=6.6 orbital_gap_ev=8.306 de_lowest_ev=7.219
S -2.45 -0.21 0.11 0.701
O -0.12 1.72 -0.33 -0.111
N 0.17 0.35 0.00 -0.258
N 2.38 0.75 0.19 0.160
C 1.45 -0.07 -0.02 -0.486
C -0.90 -0.55 -0.07 -0.689
C 1.68 -1.60 -0.14 -0.026
H 3.22 0.44 0.40 -0.003
H 1.85 -1.96 1.01 0.143
H 2.78 -1.55 -0.47 0.094
H -0.65 -1.56 0.03 0.015
H 0.93 -2.12 -0.85 0.098
H 0.85 1.91 0.87 0.363

9.
14
Properties=species:S:1:pos:R:3:lowdin_charge:R:1 method="wB97M-V/def2-TZVPD" homo_energy_ev=-8.873 fmax_ev_per_a=6.8 orbital_gap_ev=7.164 de_lowest_ev=6.796
S -1.40 -2.82 0.46 0.626
S -0.71 2.26 0.20 0.765
O 1.81 2.44 -1.26 -0.258
N -0.62 -0.26 0.05 -0.058
N 0.99 -1.71 0.28 0.067
C 0.12 0.91 0.05 -0.765
C -0.31 -1.61 0.22 -1.005
C 1.65 1.11 -0.64 -0.343
H 2.16 3.24 0.22 0.338
H 2.67 0.72 -0.09 0.141
H 1.61 -0.85 0.57 0.130
H 1.69 0.61 -1.64 0.115
H 1.41 -2.65 0.07 0.132
H -1.64 -0.24 0.31 0.114

10.
12
Properties=species:S:1:pos:R:3:lowdin_charge:R:1 method="wB97M-V/def2-TZVPD" homo_energy_ev=-8.815 fmax_ev_per_a=2.9 orbital_gap_ev=9.174 de_lowest_ev=1.653
S 2.25 -0.86 -0.52 0.627
N -1.23 -0.33 -0.89 0.026
N 0.43 1.01 0.15 -0.071
C -1.21 -1.22 0.34 -0.121
C -0.45 0.70 -0.89 -0.266
C 1.72 0.52 0.19 -0.713
H 2.25 1.16 0.96 0.083
H -0.29 -1.14 0.99 0.056
H -0.49 1.41 -1.73 0.125
H -2.03 -0.93 0.95 0.054
H -1.33 -2.27 -0.04 0.086
H 0.38 1.94 0.50 0.114

11.
12
Properties=species:S:1:pos:R:3:lowdin_charge:R:1 method="wB97M-V/def2-TZVPD" homo_energy_ev="-8.845 / -8.845" fmax_ev_per_a=3.8 orbital_gap_ev="8.749 / 8.748" de_lowest_ev=3.544
S 0.76 2.13 0.20 0.637
N 0.51 1.07 -1.03 -0.471
N -2.60 0.06 -0.64 0.162
C -1.52 -0.34 -0.75 -0.289
C -0.20 -0.74 -0.38 -0.205
C 0.17 -1.04 1.06 -0.092
H -0.24 1.39 -1.67 0.017
H -0.49 -0.62 1.74 0.044
H 0.01 -2.14 1.18 0.103
H 1.19 -0.69 1.30 0.086
H 0.24 -1.42 -1.17 0.129
H 2.16 2.34 0.17 -0.120

12.
12
Properties=species:S:1:pos:R:3:lowdin_charge:R:1 method="wB97M-V/def2-TZVPD" homo_energy_ev="-8.560 / -8.560" fmax_ev_per_a=3.5 smiles="[H]/N=[NH+]/[S-].C#CC" orbital_gap_ev="8.298 / 8.297" de_lowest_ev=5.332
S 0.13 1.80 -0.02 0.605
N 0.21 1.05 -1.50 -0.639
N 0.41 1.64 -2.56 0.020
C -0.98 -1.29 -0.16 0.033
C -0.34 -0.97 0.80 -0.298
C 0.11 -0.58 2.12 -0.170
H 0.41 0.99 -3.37 0.080
H -1.22 -1.23 -1.23 0.041
H 0.03 -1.24 3.02 0.089
H -0.31 0.38 2.32 0.032
H 0.27 -0.03 -1.53 0.096
H 1.28 -0.53 2.11 0.112